i.
Formula: C3H12N2O2
Source: OMol25
Level of theory: wB97M-V/def2-TZVPD

## Properties
E_LUMO = 0.6 eV
SMILES = C/C(N)=C/N.O.O
net charge = 0
frontier orbital gap = 8.322 eV

Each line ends with the Löwdin charge.
CARTESIAN COORDINATES (ANGSTROEM)
1 C -1.542 -1.469 -1.287  -0.080
2 C -0.236 -1.297 -0.539  -0.349
3 N 0.887 -0.949 -1.456  0.087
4 C -0.113 -1.665 0.752  -0.215
5 N 1.086 -1.522 1.407  0.020
6 H -1.469 -2.376 -1.998  0.104
7 H -1.814 -0.587 -1.836  0.056
8 H -2.287 -1.681 -0.511  0.065
9 H 1.760 -1.180 -1.162  0.011
10 H 0.698 -0.023 -1.795  0.070
11 H -0.934 -1.739 1.443  0.100
12 H 1.718 -2.205 1.094  0.063
13 H 1.059 -1.226 2.372  0.081
14 O 1.909 1.923 2.356  -0.067
15 H 1.043 1.504 2.462  0.026
16 H 1.943 1.842 1.397  0.027
17 O -1.152 3.921 -1.062  -0.079
18 H -0.562 4.701 -1.028  0.047
19 H -1.997 4.027 -0.608  0.032

***

ii.
Formula: C3H12N2O2
Source: OMol25
Level of theory: wB97M-V/def2-TZVPD

## Properties
E_LUMO = 0.9 eV
SMILES = NCNCCO.O
net charge = 0
frontier orbital gap = 9.702 eV

Each line ends with the Löwdin charge.
CARTESIAN COORDINATES (ANGSTROEM)
1 N -1.706 -0.686 -1.715  0.015
2 C -0.645 -1.418 -0.960  -0.278
3 N 0.623 -0.686 -1.067  -0.086
4 C 1.434 -0.104 0.062  -0.202
5 C 1.466 1.431 0.014  -0.264
6 O 0.322 1.855 0.719  -0.078
7 H -1.568 -0.514 -2.648  0.025
8 H -2.613 -0.906 -1.498  0.025
9 H -0.957 -1.389 0.227  0.139
10 H -0.547 -2.510 -1.369  0.118
11 H 0.376 0.174 -1.642  0.094
12 H 0.927 -0.354 1.069  0.105
13 H 2.499 -0.436 0.097  0.110
14 H 2.310 1.897 0.611  0.131
15 H 1.433 1.735 -1.095  0.136
16 H -0.252 2.269 0.091  0.076
17 O -1.059 -0.569 2.538  -0.029
18 H -1.222 0.184 3.025  -0.005
19 H -0.438 -0.289 1.860  -0.032

***

Order of stability, best first: i, ii

***

i.
Formula: C8H10N2S
Source: OMol25
Level of theory: wB97M-V/def2-TZVPD

## Properties
E_LUMO (alpha / beta) = 0.2 / 0.5 eV
net charge = 0
frontier orbital gap (alpha / beta) = 6.950 / 7.467 eV

Each line ends with the Löwdin charge.
CARTESIAN COORDINATES (ANGSTROEM)
1 C -1.307 -1.084 -0.365  -0.026
2 C -1.490 1.638 0.278  -0.119
3 C 2.357 1.055 0.219  -0.370
4 C -0.171 -0.372 -0.162  -0.300
5 C -0.306 1.084 0.009  -0.478
6 C -2.636 -0.418 -0.485  -0.196
7 C -2.713 0.793 0.447  -0.191
8 C 3.302 -1.297 0.124  -0.058
9 N 0.999 -1.056 -0.098  0.072
10 N 2.137 -0.462 -0.026  -0.247
11 S 1.101 2.125 -0.276  0.947
12 H -1.233 -2.152 -0.501  0.107
13 H -1.583 2.707 0.396  0.101
14 H 3.367 1.364 0.039  0.034
15 H -2.770 -0.076 -1.521  0.122
16 H -3.441 -1.121 -0.266  0.108
17 H -2.776 0.443 1.484  0.122
18 H -3.612 1.379 0.241  0.110
19 H 3.872 -1.027 1.013  0.087
20 H 3.941 -1.194 -0.755  0.088
21 H 2.961 -2.329 0.204  0.087

***

ii.
Formula: C8H10N2S
Source: OMol25
Level of theory: wB97M-V/def2-TZVPD

## Properties
E_LUMO (alpha / beta) = -0.2 / -0.2 eV
net charge = 0
frontier orbital gap (alpha / beta) = 7.599 / 7.760 eV

Each line ends with the Löwdin charge.
CARTESIAN COORDINATES (ANGSTROEM)
1 C -1.855 -1.165 -1.772  -0.135
2 C -1.466 0.046 -2.199  -0.096
3 C -1.302 -1.767 -0.643  -0.010
4 C -0.468 0.779 -1.523  -0.009
5 C -0.252 -1.022 -0.025  -0.154
6 C 0.178 0.245 -0.430  -0.337
7 C 0.414 -1.522 1.216  -0.323
8 C 1.309 2.141 0.529  -0.144
9 N 1.300 0.726 0.122  0.021
10 N 1.179 -0.529 1.823  -0.429
11 S 0.486 0.478 2.899  0.809
12 H -2.525 -1.749 -2.371  0.096
13 H -1.866 0.425 -3.156  0.114
14 H -1.502 -2.810 -0.424  0.112
15 H -0.196 1.729 -1.846  0.088
16 H -0.315 -2.119 1.895  0.139
17 H 1.084 -2.412 1.057  0.129
18 H 1.667 2.247 1.545  0.012
19 H 2.055 2.581 -0.118  0.080
20 H 0.308 2.687 0.494  0.107
21 H 1.765 1.011 2.925  -0.069

***

Order of stability, best first: i, ii

***

i.
Formula: CH3IN4
Source: OMol25
Level of theory: wB97M-V/def2-TZVPD

## Properties
E_LUMO = -0.5 eV
SMILES = IN1N=NCN1
net charge = 0
frontier orbital gap = 8.161 eV

Each line ends with the Löwdin charge.
CARTESIAN COORDINATES (ANGSTROEM)
1 I -3.981 -0.123 -0.058  0.656
2 N -2.077 0.370 0.702  -0.587
3 N -1.764 1.708 0.256  -0.071
4 N -0.663 1.765 -0.241  0.001
5 C -0.024 0.474 -0.301  -0.221
6 N -1.015 -0.432 0.287  -0.109
7 H 0.195 0.224 -1.346  0.106
8 H 0.918 0.515 0.260  0.115
9 H -0.683 -1.023 1.039  0.111

***

ii.
Formula: CH3IN4
Source: OMol25
Level of theory: wB97M-V/def2-TZVPD

## Properties
E_LUMO = 0.0 eV
net charge = 0
frontier orbital gap = 8.669 eV

Each line ends with the Löwdin charge.
CARTESIAN COORDINATES (ANGSTROEM)
1 C -0.795 -0.115 -0.711  -0.680
2 N -0.367 -1.341 -0.295  -0.110
3 N 0.682 -1.352 0.373  -0.018
4 N 0.604 0.901 -0.076  0.009
5 N 1.228 -0.172 0.529  -0.133
6 I -2.727 0.470 0.085  0.687
7 H -0.791 0.085 -1.773  0.045
8 H 0.259 1.578 0.604  0.058
9 H 1.908 -0.055 1.265  0.143

***

Order of stability, best first: i, ii

***

i.
Formula: C5H6O
Source: OMol25
Level of theory: wB97M-V/def2-TZVPD

## Properties
E_LUMO = 0.3 eV
net charge = 0
frontier orbital gap = 8.871 eV

Each line ends with the Löwdin charge.
CARTESIAN COORDINATES (ANGSTROEM)
1 O -1.047 -1.638 1.705  0.075
2 C -1.032 -1.398 0.586  -0.031
3 C 0.712 -1.152 -0.544  -0.108
4 C 1.019 -0.041 0.171  -0.221
5 C 0.225 1.183 0.210  -0.200
6 C -0.860 1.435 -0.538  0.012
7 H 0.102 -1.174 -1.442  0.072
8 H 1.195 -2.098 -0.306  0.083
9 H 1.834 -0.116 0.884  0.104
10 H 0.473 1.879 1.012  0.098
11 H -1.473 2.316 -0.364  0.058
12 H -1.148 0.804 -1.375  0.057

***

ii.
Formula: C5H6O
Source: OMol25
Level of theory: wB97M-V/def2-TZVPD

## Properties
E_LUMO = -0.1 eV
SMILES = C=C=C(C)C=O
net charge = 0
frontier orbital gap = 9.489 eV

Each line ends with the Löwdin charge.
CARTESIAN COORDINATES (ANGSTROEM)
1 C 0.711 1.365 1.296  0.024
2 C 0.142 1.337 0.119  -0.014
3 C -0.213 0.218 -0.487  -0.291
4 C -0.027 -1.031 0.375  -0.053
5 C -0.706 -0.003 -1.844  -0.238
6 O -0.812 -1.123 -2.299  0.035
7 H 1.762 1.103 1.334  0.087
8 H 0.096 1.301 2.183  0.086
9 H -0.814 -1.086 1.139  0.094
10 H -0.098 -1.873 -0.294  0.061
11 H 0.930 -1.094 0.921  0.085
12 H -0.971 0.886 -2.443  0.123

***

Order of stability, best first: i, ii

***

i.
Formula: C5H6O
Source: OMol25
Level of theory: wB97M-V/def2-TZVPD

## Properties
E_LUMO (alpha / beta) = 0.0 / 0.4 eV
net charge = 0
frontier orbital gap (alpha / beta) = 8.001 / 8.643 eV

Each line ends with the Löwdin charge.
CARTESIAN COORDINATES (ANGSTROEM)
1 C 1.090 -0.374 -0.344  -0.160
2 C 0.360 0.877 0.020  -0.216
3 C -1.193 0.397 -0.124  -0.242
4 O -1.184 -0.935 -0.507  -0.026
5 C -0.008 -1.345 -0.008  -0.084
6 C -0.500 0.562 1.159  -0.011
7 H 1.979 -0.516 0.277  0.126
8 H 1.373 -0.461 -1.407  0.125
9 H 0.790 1.859 -0.197  0.130
10 H -2.039 0.949 -0.523  0.143
11 H 0.134 -2.422 -0.136  0.127
12 H -0.801 1.408 1.788  0.089

***

ii.
Formula: C5H6O
Source: OMol25
Level of theory: wB97M-V/def2-TZVPD

## Properties
E_LUMO (alpha / beta) = 0.0 / 0.0 eV
net charge = 0
frontier orbital gap (alpha / beta) = 7.574 / 7.573 eV

Each line ends with the Löwdin charge.
CARTESIAN COORDINATES (ANGSTROEM)
1 O 0.772 1.539 -0.475  0.022
2 C -0.333 1.025 -0.066  -0.191
3 C -0.095 -0.006 1.073  -0.158
4 C 0.884 -0.899 0.306  -0.199
5 C 0.128 -1.152 -0.827  -0.163
6 C -0.783 -0.625 -1.514  0.064
7 H -1.222 1.634 -0.217  0.139
8 H -1.037 -0.483 1.368  0.109
9 H 0.334 0.509 1.945  0.113
10 H 1.386 0.678 -0.319  0.138
11 H 1.705 -1.469 0.714  0.082
12 H -1.739 -0.753 -1.988  0.044

***

Order of stability, best first: i, ii

***

i.
Formula: C5H6O
Source: OMol25
Level of theory: wB97M-V/def2-TZVPD

## Properties
E_LUMO = 1.0 eV
SMILES = C=C1C=COC1
net charge = 0
frontier orbital gap = 9.156 eV

Each line ends with the Löwdin charge.
CARTESIAN COORDINATES (ANGSTROEM)
1 C 1.438 1.156 0.274  0.042
2 C 0.390 0.385 -0.017  -0.309
3 C -1.021 0.690 -0.281  -0.033
4 C -1.694 -0.458 -0.119  -0.129
5 O -0.932 -1.555 0.118  -0.064
6 C 0.430 -1.125 -0.030  -0.127
7 H 1.426 2.237 0.190  0.057
8 H 2.355 0.703 0.642  0.059
9 H -1.461 1.668 -0.423  0.108
10 H -2.761 -0.650 -0.109  0.127
11 H 1.045 -1.562 0.760  0.132
12 H 0.784 -1.489 -1.004  0.137

***

ii.
Formula: C5H6O
Source: OMol25
Level of theory: wB97M-V/def2-TZVPD

## Properties
E_LUMO = 0.2 eV
SMILES = C=C=CCC=O
net charge = 0
frontier orbital gap = 9.206 eV

Each line ends with the Löwdin charge.
CARTESIAN COORDINATES (ANGSTROEM)
1 C 1.665 0.266 0.733  0.000
2 C 1.385 0.004 -0.528  -0.085
3 C 0.286 -0.212 -1.228  -0.126
4 C -0.805 -0.813 -0.344  -0.127
5 C -1.177 0.489 0.384  -0.267
6 O -0.995 1.505 -0.246  0.035
7 H 2.542 0.062 1.327  0.051
8 H 0.815 0.689 1.283  0.055
9 H 0.015 0.217 -2.186  0.108
10 H -1.711 -1.141 -0.868  0.113
11 H -0.430 -1.640 0.266  0.117
12 H -1.591 0.574 1.406  0.128

***

Order of stability, best first: i, ii